The following is a quantum chemistry calculation of a cluster of 4 separate species, C3H14N2O3 in total at a distorted geometry, from the OMol25 dataset.

The value obtained for the HOMO energy is -7.9 eV. The energy above the lowest of the compared OMol25 structures with the same formula, charge and spin comes out at 23.91 kcal/mol. Its net charge is 0.

Element x y z (Å)
C -0.883 -1.842 1.471
C -0.541 -0.743 0.467
N 0.689 -0.144 0.579
C -1.344 -0.663 -0.600
N -1.055 0.389 -1.558
H -1.436 -1.436 2.319
H -1.503 -2.614 1.034
H 0.061 -2.132 1.884
H 1.080 0.030 1.489
H 0.815 0.647 -0.046
H -2.281 -1.182 -0.698
H -1.832 0.785 -2.063
H -0.346 0.071 -2.186
O 1.547 2.010 -1.774
H 0.685 2.264 -2.125
H 1.778 1.317 -2.402
O -1.813 1.765 2.151
H -1.924 1.714 1.195
H -1.123 2.425 2.268
O 3.442 -1.081 -0.722
H 2.578 -0.686 -0.911
H 3.405 -0.895 0.227

***

The following is a quantum chemistry calculation of a cluster of 4 separate species, C3H14N2O3 in total at a distorted geometry, from the OMol25 dataset.

The value obtained for the HOMO energy is -9.6 eV. The energy above the lowest of the compared OMol25 structures with the same formula, charge and spin comes out at 11.85 kcal/mol. Its net charge is 0.

Element x y z (Å)
H 2.891 -1.714 -0.051
N 2.731 -0.718 -0.151
C 1.523 -0.417 -0.300
N 1.115 0.901 -0.623
C 0.164 1.482 0.336
C 0.847 2.082 1.552
H 0.650 -1.066 -0.323
H 1.963 1.443 -0.784
H -0.429 0.639 0.661
H -0.488 2.213 -0.147
H 1.290 1.302 2.174
H 0.143 2.567 2.236
H 1.542 2.869 1.288
O -1.229 -0.258 -2.313
H -0.867 -1.013 -2.799
H -0.476 0.274 -2.005
O -2.770 -1.790 -0.603
H -2.029 -1.208 -0.846
H -3.491 -1.658 -1.218
O -0.630 -1.925 1.349
H -1.330 -1.259 1.363
H -1.119 -2.746 1.204

***

The following is a quantum chemistry calculation of a cluster of 4 separate species, C3H14N2O4 in total at a distorted geometry, from the OMol25 dataset.

The value obtained for the HOMO energy is -9.4 eV. The energy above the lowest of the compared OMol25 structures with the same formula, charge and spin comes out at 23.82 kcal/mol. Its net charge is 0.

Element x y z (Å)
C 1.908 -0.315 1.471
C 0.969 0.472 0.567
N 0.979 0.182 -0.825
C -0.398 0.424 1.219
N -1.518 0.721 0.406
O -0.560 0.446 2.421
H 2.530 -1.116 1.008
H 1.550 -0.760 2.382
H 2.790 0.312 1.755
H 1.269 1.554 0.728
H 1.105 -0.823 -0.981
H 1.725 0.645 -1.317
H -2.370 0.553 0.967
H -1.456 0.221 -0.467
O 0.904 3.786 0.506
H 0.454 2.943 0.634
H 0.166 4.346 0.213
O 0.077 -2.846 -1.997
H -0.449 -2.067 -1.789
H 0.221 -2.887 -2.947
O -3.062 -1.686 -1.331
H -3.549 -1.972 -2.109
H -3.285 -2.131 -0.514

***

The following is a quantum chemistry calculation of a cluster of 2 separate species, C3H14N4O in total, from the OMol25 dataset.

The value obtained for the HOMO energy is -8.5 eV. The energy above the lowest of the compared OMol25 structures with the same formula, charge and spin comes out at 79.92 kcal/mol. Its net charge is 0.

Element x y z (Å)
C 2.640 -1.406 -0.412
N 1.375 -0.764 -0.738
N 1.017 0.381 -0.003
C 2.054 1.388 0.172
O 0.600 -0.044 1.289
H 3.527 -0.830 -0.705
H 2.656 -1.572 0.664
H 2.663 -2.370 -0.916
H 1.325 -0.521 -1.722
H 2.888 1.050 0.796
H 1.583 2.245 0.649
H 2.420 1.678 -0.812
H -0.376 -0.027 1.240
C -2.696 -0.856 -0.243
N -1.999 0.334 0.219
N -2.837 1.405 0.617
H -1.953 -1.581 -0.561
H -3.265 -1.275 0.589
H -3.389 -0.660 -1.076
H -1.385 0.689 -0.513
H -3.595 1.568 -0.049
H -3.253 1.167 1.515

***

The following is a quantum chemistry calculation of a cluster of 3 separate species, C3H14N6 in total at a distorted geometry, from the OMol25 dataset.

The value obtained for the HOMO energy is -14.2 eV. The energy above the lowest of the compared OMol25 structures with the same formula, charge and spin comes out at 0.00 kcal/mol. Its net charge is +2.

Element x y z (Å)
C 0.538 2.034 -2.543
C -0.077 1.512 -1.284
C 3.309 2.019 0.862
N 1.794 2.296 -2.403
N 0.568 1.566 -0.219
N 4.118 2.114 1.891
N 3.273 2.784 -0.149
N -0.076 1.806 -3.754
N -6.480 -7.205 3.083
H -1.262 1.204 -1.274
H 2.652 1.204 1.039
H 2.389 2.631 -3.247
H -7.341 -6.755 3.532
H 0.048 1.147 0.498
H 4.058 1.254 2.502
H 4.822 2.790 1.990
H 4.182 3.371 -0.390
H 2.732 2.522 -0.997
H -1.054 1.534 -3.626
H 0.350 2.286 -4.527
H -6.650 -7.966 2.386
H -6.065 -7.627 3.950
H -5.829 -6.522 2.681

***

The following is a quantum chemistry calculation of a cluster of 3 separate species, C3H14NO2 in total at a distorted geometry, from the OMol25 dataset.

The value obtained for the HOMO energy is -14.9 eV. The energy above the lowest of the compared OMol25 structures with the same formula, charge and spin comes out at 27.78 kcal/mol. Its net charge is +1.

Element x y z (Å)
C 2.178 -1.140 1.613
C 1.143 -0.109 1.163
N -0.049 -0.849 0.557
C -1.124 0.071 0.062
H 2.199 -1.980 0.911
H 3.173 -0.710 1.679
H 1.913 -1.585 2.573
H 0.893 0.555 1.990
H 1.434 0.561 0.358
H -0.391 -1.423 1.331
H 0.408 -1.497 -0.078
H -2.078 -0.433 0.139
H -0.845 0.456 -0.906
H -1.196 0.832 0.836
H 0.982 3.267 -0.432
H 0.038 3.420 0.659
O 0.122 2.918 -0.150
H -1.600 -1.511 -3.537
H -2.329 -0.338 -2.890
O -2.014 -1.208 -2.742

***

Repeat the second record exactly.
The following is a quantum chemistry calculation of a cluster of 4 separate species, C3H14N2O3 in total at a distorted geometry, from the OMol25 dataset.

The value obtained for the HOMO energy is -9.6 eV. The energy above the lowest of the compared OMol25 structures with the same formula, charge and spin comes out at 11.85 kcal/mol. Its net charge is 0.

Element x y z (Å)
H 2.891 -1.714 -0.051
N 2.731 -0.718 -0.151
C 1.523 -0.417 -0.300
N 1.115 0.901 -0.623
C 0.164 1.482 0.336
C 0.847 2.082 1.552
H 0.650 -1.066 -0.323
H 1.963 1.443 -0.784
H -0.429 0.639 0.661
H -0.488 2.213 -0.147
H 1.290 1.302 2.174
H 0.143 2.567 2.236
H 1.542 2.869 1.288
O -1.229 -0.258 -2.313
H -0.867 -1.013 -2.799
H -0.476 0.274 -2.005
O -2.770 -1.790 -0.603
H -2.029 -1.208 -0.846
H -3.491 -1.658 -1.218
O -0.630 -1.925 1.349
H -1.330 -1.259 1.363
H -1.119 -2.746 1.204